144
Properties=species:S:1:pos:R:3 method="wB97M-V/def2-TZVPD" spin_multiplicity=1 de_lowest_kj_mol=551.4 orbital_gap_ev=8.8 e_tot_ev=-70815.874 lumo_ev=0.593 smiles=COCCNCCOC.COCCNCCOC.COCCNCCOC.COCCNCCOC.COCCNCCOC.CC(C)O.CC(C)O
C -0.14688 -6.16488 -1.81315
O -1.19150 -7.04972 -2.15682
C -1.75190 -6.92760 -3.45575
C -2.98285 -7.84192 -3.49351
N -2.89266 -9.23543 -2.96209
C -4.25306 -9.91835 -2.79127
C -4.19406 -11.39849 -2.46313
O -4.15041 -12.05801 -3.74504
C -4.63793 -13.35033 -3.69689
H -0.36438 -5.10131 -1.71511
H 0.69522 -6.28591 -2.49457
H 0.11582 -6.46266 -0.79805
H -1.13278 -7.04250 -4.34546
H -2.20314 -5.93693 -3.51116
H -3.48171 -7.86228 -4.46244
H -3.73576 -7.41090 -2.83363
H -2.47647 -9.11083 -2.05030
H -4.79225 -9.61786 -3.68965
H -4.73187 -9.59304 -1.86768
H -5.17037 -11.66472 -2.05810
H -3.37586 -11.55403 -1.75996
H -4.32166 -13.80978 -4.63336
H -5.72733 -13.33710 -3.73071
H -4.32443 -13.99121 -2.87282
C 1.46238 -12.97734 -9.12952
O 2.05388 -14.02071 -8.36837
C 3.16345 -13.63705 -7.55150
C 3.44924 -14.88996 -6.72996
N 3.31710 -14.95360 -5.30949
C 1.89243 -14.98122 -4.95510
C 1.58637 -15.18982 -3.48902
O 1.29220 -16.52821 -3.11511
C 2.31240 -17.42866 -3.45356
H 0.49903 -13.33236 -9.49563
H 2.11872 -12.56598 -9.89639
H 1.24656 -12.14374 -8.46122
H 2.91498 -12.84850 -6.84117
H 4.02131 -13.43773 -8.19372
H 4.52755 -14.98146 -6.86018
H 2.88326 -15.77646 -7.01611
H 4.06303 -14.91647 -4.62956
H 1.37266 -15.75132 -5.52510
H 1.39773 -14.04105 -5.19893
H 0.63195 -14.69472 -3.30995
H 2.39659 -14.76720 -2.89486
H 3.31887 -17.03907 -3.30080
H 2.03570 -17.82319 -4.43126
H 2.18239 -18.32847 -2.85228
C -3.80441 -18.24741 -8.18250
O -4.51971 -18.78317 -9.30194
C -3.90175 -18.68198 -10.63204
C -4.73799 -19.37795 -11.70166
N -4.39583 -19.17266 -13.11680
C -3.34123 -20.15104 -13.52883
C -3.22447 -19.95490 -15.00738
O -4.54979 -20.23208 -15.55414
C -4.47420 -20.58967 -16.92579
H -2.90574 -18.84543 -8.03130
H -4.33500 -18.34243 -7.23512
H -3.57086 -17.20817 -8.41387
H -2.98822 -19.26910 -10.53788
H -3.66133 -17.64521 -10.86743
H -5.73004 -18.96182 -11.87711
H -5.00062 -20.37849 -11.35806
H -5.24825 -19.30820 -13.64133
H -3.52959 -21.20874 -13.34470
H -2.42033 -19.91982 -12.99352
H -2.48340 -20.69201 -15.31655
H -2.81717 -18.97299 -15.24828
H -3.94844 -19.95423 -17.63845
H -5.52857 -20.47126 -17.17558
H -4.11738 -21.61934 -16.90220
C -12.51664 -23.93981 -6.09582
O -11.35211 -23.78739 -5.40014
C -10.46995 -22.64212 -5.75853
C -9.36659 -22.57352 -4.69184
N -8.48577 -21.38362 -4.98807
C -7.30509 -21.45052 -4.11856
C -6.30890 -20.32253 -4.38965
O -5.18346 -20.27428 -3.45413
C -5.41395 -19.84060 -2.16255
H -13.04537 -22.98726 -6.13040
H -13.16425 -24.60559 -5.52535
H -12.45192 -24.40881 -7.07764
H -11.01050 -21.70517 -5.89279
H -9.93907 -22.73884 -6.70558
H -8.77946 -23.49146 -4.66425
H -9.76868 -22.43517 -3.68821
H -8.16454 -21.37494 -5.94559
H -6.80993 -22.41968 -4.17887
H -7.70756 -21.39440 -3.10714
H -6.80495 -19.36340 -4.24103
H -5.83803 -20.39330 -5.37014
H -4.62429 -20.00592 -1.42961
H -6.32726 -20.23313 -1.71545
H -5.58145 -18.76527 -2.22351
C -1.56594 -15.08338 -7.80015
O -2.90466 -14.60828 -7.56509
C -3.30261 -13.71285 -8.61247
C -4.74633 -13.26372 -8.21483
N -5.72712 -14.31113 -8.63534
C -7.09846 -14.08605 -8.27418
C -7.48241 -14.72784 -6.97468
O -6.72342 -15.87600 -6.80426
C -6.38700 -16.20331 -5.45906
H -1.31325 -15.93713 -7.17139
H -0.89374 -14.23722 -7.65778
H -1.59448 -15.46774 -8.81973
H -3.28281 -14.20335 -9.58567
H -2.59815 -12.88587 -8.52331
H -4.96431 -12.30316 -8.68164
H -4.91522 -13.08193 -7.15346
H -5.45615 -15.15819 -8.15660
H -7.86005 -14.56576 -8.88897
H -7.36743 -13.03636 -8.15620
H -8.55316 -14.85208 -6.81294
H -7.23037 -13.94744 -6.25666
H -7.29355 -16.40589 -4.88874
H -5.81540 -15.41097 -4.97579
H -5.80738 -17.12481 -5.51380
C -2.28596 -18.66454 -3.90170
C -1.83166 -17.36739 -4.60611
C -2.07226 -16.14359 -3.65045
O -0.49647 -17.54669 -4.93487
H -2.37404 -19.41732 -4.68506
H -3.24931 -18.51181 -3.41516
H -1.44104 -19.08451 -3.35594
H -2.42406 -17.23365 -5.51125
H -1.83694 -15.22700 -4.19137
H -1.45008 -16.09296 -2.75690
H -3.07581 -15.97344 -3.26053
H 0.09942 -17.27379 -4.23342
C 0.29525 -13.24218 0.21327
C -1.18937 -12.96094 0.50508
C -1.99726 -14.25584 0.45968
O -1.31522 -12.51482 1.81577
H 0.68571 -14.06001 0.81892
H 0.99113 -12.44951 -0.06153
H 0.21304 -13.63448 -0.80036
H -1.60961 -12.27629 -0.23163
H -2.17134 -14.61806 -0.55353
H -2.93264 -14.13455 1.00599
H -1.50867 -15.01343 1.07240
H -2.23905 -12.25531 1.78762